w | # C2H5NO2

A 2-piece molecular cluster, C2H5NO2 overall (wB97M-V/def2-TZVPD, the Open Molecules 2025 dataset).

The geometry in XYZ format:
```
10
Properties=species:S:1:pos:R:3:nbo_charge:R:1
C 0.1034 1.1315 -0.2734 0.436
C 0.9243 1.1077 0.8906 -0.760
N -0.6785 0.9641 -1.1087 -0.451
O -1.2227 -1.6283 -0.5290 -0.457
O 0.1423 -1.8674 -0.2355 -0.627
H 0.2746 0.8425 1.7470 0.276
H 1.5015 0.1936 0.5808 0.310
H 1.6100 1.9485 1.1375 0.267
H -1.2273 -0.5450 -0.9012 0.511
H -1.4276 -2.1471 -1.3081 0.495
```

Summary:
Orbital gap   9.136 eV
E_LUMO   0.66 eV
Spin multiplicity   1
Total charge   0
HOMO level   -8.48 eV

---

x | # C2H5NO2

C2H5NO2 as an isolated structure (wB97M-V/def2-TZVPD, the Open Molecules 2025 dataset).

The geometry in XYZ format:
```
10
Properties=species:S:1:pos:R:3:nbo_charge:R:1
O -2.1179 -0.4644 0.0394 -0.532
C -1.1255 0.2451 0.0918 0.639
O -0.7913 1.5266 -0.2663 -0.592
C 0.1954 -0.5611 0.3816 -0.341
N 1.3881 0.0490 -0.2310 -0.875
H -1.1541 0.7874 -1.0968 0.520
H 0.3189 -0.9324 1.4107 0.213
H -0.0108 -1.4897 -0.1822 0.202
H 2.1990 -0.1673 0.3264 0.377
H 1.0982 1.0066 -0.4736 0.390
```

Summary:
Orbital gap   9.672 eV
E_LUMO   0.29 eV
Spin multiplicity   1
Total charge   0
HOMO level   -9.38 eV

---

y | # C2H5NO2

One molecule with the formula C2H5NO2 (wB97M-V/def2-TZVPD, the Open Molecules 2025 dataset).

The geometry in XYZ format:
```
10
Properties=species:S:1:pos:R:3:nbo_charge:R:1
C -0.1129 -0.4012 0.0262 0.610
C 1.3790 -0.1900 0.0323 -0.691
N -0.8461 0.6882 0.2227 -0.327
O -0.5542 -1.5165 -0.2485 -0.647
O -2.2215 0.5585 0.0907 -0.540
H 1.8454 -0.3401 -1.0305 0.247
H 1.3391 0.8827 0.4198 0.201
H 1.8571 -0.9563 0.6762 0.250
H -0.4933 1.6964 0.0468 0.405
H -2.1925 -0.4218 -0.2357 0.491
```

Summary:
Orbital gap   10.424 eV
E_LUMO   0.75 eV
Spin multiplicity   1
Total charge   0
HOMO level   -9.68 eV

---

Result of the stability comparison: y is the most stable of them.

---

w | # C2H5NO2

A 2-piece molecular cluster, C2H5NO2 overall (wB97M-V/def2-TZVPD, the Open Molecules 2025 dataset).

The geometry in XYZ format:
```
10
Properties=species:S:1:pos:R:3:nbo_charge:R:1
C -0.0753 -2.2111 -0.0305 0.840
C -0.8071 0.0525 -1.0616 -0.406
N -0.3986 -1.2719 -0.6737 -0.534
O 0.1383 -3.1731 0.5802 -0.558
O 0.8792 1.8603 1.2900 -0.936
H -1.8902 0.1167 -1.2760 0.212
H -0.5890 0.5679 -0.1215 0.237
H -0.1887 0.5028 -1.7189 0.206
H 1.1634 1.2964 1.9920 0.468
H 1.7681 2.2594 1.0200 0.472
```

Summary:
Orbital gap   10.448 eV
E_LUMO   0.50 eV
Spin multiplicity   1
Total charge   0
HOMO level   -9.95 eV

---

x | # C2H5NO2

A 2-piece molecular cluster, C2H5NO2 overall (wB97M-V/def2-TZVPD, the Open Molecules 2025 dataset).

The geometry in XYZ format:
```
10
Properties=species:S:1:pos:R:3:nbo_charge:R:1
O 0.1502 1.5762 1.0891 -0.542
C -1.0734 1.4669 1.1901 0.302
H -1.5955 0.7312 1.7163 0.121
H -1.6889 2.0128 0.4556 0.109
C 0.3619 -0.3698 -0.9105 0.547
N 1.0150 -1.5694 -0.6061 -0.847
O -0.7597 -0.2657 -0.5008 -0.619
H 0.9589 0.3789 -1.5462 0.137
H 2.0368 -1.5935 -0.7489 0.384
H 0.5948 -2.3676 -0.1385 0.408
```

Summary:
Orbital gap   10.732 eV
E_LUMO   1.05 eV
Spin multiplicity   1
Total charge   0
HOMO level   -9.68 eV

---

Result of the stability comparison: w is the most stable of them.

---

w | # CH2Cl2FNS

A 2-piece molecular cluster, CH2Cl2FNS overall (wB97M-V/def2-TZVPD, the Open Molecules 2025 dataset).

The geometry in XYZ format:
```
8
Properties=species:S:1:pos:R:3:nbo_charge:R:1
C -1.2378 0.2060 0.0074 0.142
N 1.9390 -0.0013 -0.0650 -0.782
F -1.1670 -0.5276 1.1308 -0.326
S 2.0559 -1.4736 0.3933 0.440
Cl -1.7142 -0.8415 -1.3297 -0.021
Cl -2.4423 1.4923 0.2507 -0.031
H 2.8131 0.5091 -0.1972 0.354
H -0.2466 0.6367 -0.1902 0.224
```

Summary:
Orbital gap (spin up / spin down)   7.421 / 7.423 eV
E_LUMO (spin up / spin down)   -1.61 / -1.61 eV
Spin multiplicity   1
Total charge   0
HOMO level (spin up / spin down)   -9.03 / -9.03 eV

---

x | # CH2Cl2FNS

A 2-piece molecular cluster, CH2Cl2FNS overall (wB97M-V/def2-TZVPD, the Open Molecules 2025 dataset).

The geometry in XYZ format:
```
8
Properties=species:S:1:pos:R:3:nbo_charge:R:1
C 0.0483 -1.2276 0.2161 0.135
N 0.2630 1.7037 -0.4507 -0.767
F -0.9836 -1.5954 -0.5613 -0.337
S -1.1962 2.1248 -0.6258 0.443
Cl -0.5662 -1.0459 1.9396 -0.073
Cl 1.4456 -2.2928 -0.0093 -0.002
H 0.8559 2.5174 -0.2909 0.356
H 0.1333 -0.1842 -0.2178 0.245
```

Summary:
Orbital gap (spin up / spin down)   7.408 / 7.405 eV
E_LUMO (spin up / spin down)   -1.76 / -1.76 eV
Spin multiplicity   1
Total charge   0
HOMO level (spin up / spin down)   -9.17 / -9.16 eV

---

Result of the stability comparison: w is the most stable of them.

---

w | # C5H15N3

A 2-piece molecular cluster, C5H15N3 overall (wB97M-V/def2-TZVPD, the Open Molecules 2025 dataset).

The geometry in XYZ format:
```
23
Properties=species:S:1:pos:R:3:nbo_charge:R:1
C 0.2101 1.7252 -1.5745 -0.453
N 1.4536 2.2705 0.8972 -0.838
C 2.0396 2.5507 -0.3274 0.294
N 1.6757 1.9731 -1.4276 -0.518
H 0.0938 1.1342 -2.4888 0.210
H -0.2882 2.7608 -1.5589 0.208
H -0.1955 1.1123 -0.7674 0.160
H 0.8670 1.4244 0.8438 0.379
H 2.0826 2.2361 1.7049 0.390
H 2.9587 3.1514 -0.2490 0.166
C -2.4537 -1.7330 1.2750 -0.615
C -1.2721 -1.0500 0.6024 -0.220
N -0.1162 -1.9355 0.5784 -0.616
C 0.8736 -1.5635 -0.4557 -0.425
H -3.3351 -1.0573 1.2082 0.213
H -2.1826 -1.9650 2.3453 0.212
H -2.8341 -2.6223 0.7885 0.205
H -1.0377 -0.1253 1.0963 0.180
H -1.6493 -0.8246 -0.4207 0.157
H -0.4432 -2.8547 0.2451 0.347
H 1.7208 -2.3126 -0.4537 0.202
H 0.4760 -1.6796 -1.5206 0.167
H 1.3564 -0.6151 -0.3409 0.197
```

Summary:
Orbital gap   9.416 eV
E_LUMO   0.90 eV
Spin multiplicity   1
Total charge   0
HOMO level   -8.52 eV

---

x | # C5H15N3

A 2-piece molecular cluster, C5H15N3 overall (wB97M-V/def2-TZVPD, the Open Molecules 2025 dataset).

The geometry in XYZ format:
```
23
Properties=species:S:1:pos:R:3:nbo_charge:R:1
C 1.2403 -0.5059 -1.5913 -0.056
N 1.2384 -1.8972 -2.0005 -0.832
N 2.0951 -0.1928 -0.4861 -0.841
H 1.8753 -0.7647 0.3299 0.344
H 1.0600 -2.4840 -1.1922 0.342
H 2.1598 -2.1438 -2.3425 0.354
H 1.6656 0.7664 -0.0325 0.366
H 1.4833 0.1148 -2.4610 0.175
H 0.1676 -0.2620 -1.2793 0.158
C -1.3761 -1.3437 0.6547 -0.655
C -0.0161 2.2037 1.4417 -0.651
C -1.0157 0.1030 0.4636 0.213
N -1.9022 0.8231 -0.3288 -0.838
C -0.0266 0.7139 1.1924 -0.368
H -1.9170 1.8233 -0.2181 0.395
H -2.6588 0.3140 -0.7583 0.394
H 0.3670 0.1284 2.0150 0.202
H -0.6367 -1.8591 1.2589 0.223
H -1.4035 -1.8432 -0.3153 0.218
H -2.3640 -1.4487 1.1117 0.223
H -0.9043 2.5322 1.9933 0.206
H 0.8482 2.4677 2.0469 0.223
H 0.0202 2.7545 0.4978 0.202
```

Summary:
Orbital gap   8.655 eV
E_LUMO   0.90 eV
Spin multiplicity   1
Total charge   0
HOMO level   -7.76 eV

---

Result of the stability comparison: x is the most stable of them.

---

w | # C5H15N3

One molecule with the formula C5H15N3 (wB97M-V/def2-TZVPD, the Open Molecules 2025 dataset).

The geometry in XYZ format:
```
23
Properties=species:S:1:pos:R:3:nbo_charge:R:1
N 1.7600 1.4297 -2.5107 -0.858
C 1.7216 0.0389 -2.0438 -0.244
C 2.1563 0.0166 -0.5387 -0.225
N 1.2000 -0.7091 0.3439 -0.655
C -0.2164 -0.8873 -0.0591 -0.243
C -1.2312 -0.8813 1.1525 -0.222
N -2.0113 0.3536 0.9950 -0.630
C -2.8397 0.5652 2.1372 -0.444
H 2.5767 1.8956 -2.3658 0.345
H 1.1220 2.1637 -2.1528 0.362
H 0.6603 -0.4556 -2.2400 0.198
H 2.2147 -0.7372 -2.6803 0.203
H 2.3840 1.0011 -0.2973 0.176
H 3.0833 -0.4830 -0.5058 0.189
H 1.5983 -1.5860 0.7222 0.367
H -0.3359 -1.8313 -0.7550 0.164
H -0.5657 -0.2098 -0.8285 0.213
H -1.9956 -1.6891 1.0185 0.188
H -0.7287 -1.2236 2.1999 0.170
H -1.4553 1.1972 0.8655 0.357
H -2.5699 1.2822 2.8502 0.184
H -3.7900 0.9761 1.7569 0.200
H -2.7375 -0.2266 2.9359 0.205
```

Summary:
Orbital gap   9.431 eV
E_LUMO   1.05 eV
Spin multiplicity   1
Total charge   0
HOMO level   -8.39 eV

---

x | # C5H15N3

A 2-piece molecular cluster, C5H15N3 overall (wB97M-V/def2-TZVPD, the Open Molecules 2025 dataset).

The geometry in XYZ format:
```
23
Properties=species:S:1:pos:R:3:nbo_charge:R:1
C 1.4157 -0.9719 0.1618 -0.393
C 1.9460 0.3167 -0.3376 -0.628
C 1.2716 -2.0632 -0.8858 -0.613
H 1.9355 -1.3205 1.0538 0.198
H 0.2337 -0.6394 0.4337 0.211
H 2.6895 0.2335 -1.1289 0.203
H 0.8895 -2.9825 -0.4382 0.201
H 0.5469 -1.7497 -1.6391 0.214
H 1.0059 0.9236 -0.6916 0.214
H 2.3287 0.9618 0.4532 0.203
H 2.2255 -2.2894 -1.3705 0.194
C -1.2462 0.2483 0.2288 0.208
N -1.8862 -0.5951 -0.7275 -0.852
N -1.5903 0.0974 1.6083 -0.861
N -0.6374 2.5645 0.7028 -0.828
C -0.8015 1.4857 -0.2021 -0.109
H -1.9529 -0.8225 1.8255 0.369
H -2.3929 -1.3787 -0.3413 0.369
H -2.4633 -0.0974 -1.3908 0.377
H -2.2204 0.8198 1.9457 0.376
H -0.3431 2.2297 1.6125 0.377
H 0.0094 3.2610 0.3606 0.371
H -0.9637 1.7683 -1.2333 0.200
```

Summary:
Orbital gap   7.939 eV
E_LUMO   0.91 eV
Spin multiplicity   1
Total charge   0
HOMO level   -7.03 eV

---

y | # C5H15N3

One molecule with the formula C5H15N3 (wB97M-V/def2-TZVPD, the Open Molecules 2025 dataset).

The geometry in XYZ format:
```
23
Properties=species:S:1:pos:R:3:nbo_charge:R:1
N -0.4000 1.5887 -2.7234 -0.831
C 0.5222 1.6902 -1.5903 -0.247
C 0.0026 2.0283 -0.1763 -0.224
N -0.1309 0.9072 0.7370 -0.648
C 1.0511 0.1644 1.0825 -0.240
C 0.6237 -1.3105 1.3380 -0.226
N -0.1470 -1.8604 0.1958 -0.634
C -1.2989 -2.7223 0.6791 -0.441
H -1.2919 1.9681 -2.4166 0.349
H -0.5375 0.6261 -3.0032 0.361
H 1.2008 0.8227 -1.6196 0.198
H 1.2996 2.4148 -1.8833 0.180
H -0.9385 2.5740 -0.2078 0.198
H 0.7900 2.7108 0.2040 0.164
H -0.6920 1.1810 1.5245 0.369
H 1.6902 0.4176 1.9339 0.181
H 1.7551 0.2178 0.2515 0.196
H 1.4862 -1.9944 1.3618 0.194
H 0.0645 -1.3707 2.2772 0.161
H -0.6044 -1.0348 -0.1819 0.359
H -1.1468 -3.7305 0.2500 0.187
H -1.1141 -3.0147 1.7048 0.193
H -2.1839 -2.2735 0.2624 0.202
```

Summary:
Orbital gap   9.580 eV
E_LUMO   1.02 eV
Spin multiplicity   1
Total charge   0
HOMO level   -8.56 eV

---

Result of the stability comparison: y is the most stable of them.

---

w | # C5H15N3

One molecule with the formula C5H15N3 (wB97M-V/def2-TZVPD, the Open Molecules 2025 dataset).

The geometry in XYZ format:
```
23
Properties=species:S:1:pos:R:3:nbo_charge:R:1
C 1.0967 -0.3071 0.6737 -0.062
C -0.1842 1.0318 -1.0657 -0.222
C -1.2302 -0.1881 1.7185 -0.395
C -0.7736 -1.9368 0.0553 -0.398
C -0.1628 2.4103 -0.4501 -0.638
N 1.3511 0.2787 -0.6162 -0.297
N -0.2902 -0.7967 0.8033 -0.487
N 1.7391 -0.6577 -1.6416 -0.681
H 1.4863 -1.6297 -1.4635 0.323
H 2.7546 -0.6531 -1.7210 0.352
H 1.2435 0.4614 1.4407 0.196
H 1.7705 -1.1542 0.8801 0.179
H -1.1839 0.5955 -1.0591 0.189
H 0.0497 1.0726 -2.1304 0.203
H -1.6285 -0.9325 2.4195 0.178
H -0.7724 0.6048 2.3156 0.203
H -2.0750 0.2308 1.1662 0.171
H 0.0156 -2.4204 -0.5215 0.190
H -1.5497 -1.6238 -0.6493 0.178
H -1.1853 -2.6980 0.7293 0.184
H -0.3785 2.3864 0.6213 0.198
H -0.9107 3.0510 -0.9337 0.214
H 0.8177 2.8748 -0.5714 0.221
```

Summary:
Orbital gap   8.752 eV
E_LUMO   0.97 eV
Spin multiplicity   1
Total charge   0
HOMO level   -7.78 eV

---

x | # C5H15N3

One molecule with the formula C5H15N3 (wB97M-V/def2-TZVPD, the Open Molecules 2025 dataset).

The geometry in XYZ format:
```
23
Properties=species:S:1:pos:R:3:nbo_charge:R:1
C -1.1181 -1.0895 -1.5100 -0.221
C 0.3675 -1.3041 -1.3717 -0.418
C 1.1808 -0.0104 -1.2836 -0.392
C 0.6429 1.0548 -0.3457 -0.222
N 0.5610 0.5875 1.0343 -0.633
C 0.2564 1.6640 1.9728 -0.037
N 0.2058 1.1776 3.3108 -0.854
N -1.8383 -2.3805 -1.5938 -0.837
H -1.3166 -0.5807 -2.4563 0.179
H -1.5364 -0.4433 -0.7305 0.170
H 0.7514 -1.9144 -2.1921 0.212
H 0.5755 -1.9033 -0.4889 0.195
H 2.2222 -0.1964 -1.0101 0.213
H 1.1614 0.4377 -2.2788 0.198
H 1.2718 1.9379 -0.3994 0.193
H -0.3326 1.4059 -0.6884 0.155
H -0.1351 -0.1496 1.0734 0.353
H 1.0352 2.4078 1.7873 0.151
H -0.6969 2.1437 1.7537 0.148
H -0.4672 1.6486 3.8979 0.367
H 1.0668 1.0047 3.8034 0.371
H -2.6518 -2.3862 -0.9962 0.357
H -1.2057 -3.1119 -1.2882 0.351
```

Summary:
Orbital gap   9.871 eV
E_LUMO   1.08 eV
Spin multiplicity   1
Total charge   0
HOMO level   -8.79 eV

---

Result of the stability comparison: x is the most stable of them.